Entry 1:
Entry from the Open Molecules 2025 dataset: 24 unconnected molecules or ions with the total composition C9H64NO24 (wB97M-V/def2-TZVPD).

Each line ends with the Mulliken charge.
Positions of all 98 atoms, in Å:
O 1.2916 5.2825 34.6814  -0.65
O 6.7723 -1.5739 38.1767  -0.64
O 14.5265 2.4248 33.5446  -0.64
O 5.1512 10.1960 29.9990  -0.64
O 1.9593 -8.5608 31.0840  -0.64
O -2.4802 -5.9167 29.7157  -0.65
O 10.1748 8.8276 28.7586  -0.64
O 13.9392 3.1607 28.5253  -0.64
O 8.1186 -6.3731 27.5973  -0.64
O -1.3583 -0.0112 32.8537  -0.65
O -4.3626 -2.0773 28.7822  -0.63
O 10.7740 -1.7521 20.0843  -0.64
O 7.7902 6.9818 24.2911  -0.64
O 3.8256 4.3886 25.5318  -0.66
O 3.0976 -1.5828 34.9983  -0.65
O -3.0565 3.3992 28.9797  -0.64
O 0.9352 5.6196 29.1081  -0.65
O 8.1112 -5.8147 22.2325  -0.63
O 4.0452 2.9704 18.7272  -0.64
O 11.5314 -3.5765 29.2140  -0.62
O 11.8843 -6.2404 25.2304  -0.65
O 3.9756 0.7578 29.8954  -0.94
O 12.1264 5.8525 24.9006  -0.64
O 5.4609 5.8650 36.5432  -0.64
N 4.8446 0.7189 28.7992  0.20
C 2.9820 -0.0855 27.2656  -1.80
C 6.9461 0.0711 30.2352  -1.57
C 6.8845 -0.0674 26.8847  -0.78
C 4.4265 -1.7379 28.3496  -2.16
C 7.1806 1.0657 27.8682  -1.16
C 6.3908 2.5031 29.6755  -1.76
C 6.2617 1.0474 29.1620  1.45
C 5.4674 -0.3360 26.5548  -1.02
C 4.4611 -0.3595 27.7812  1.83
H 2.4687 -8.0689 31.7280  0.32
H 1.4536 4.7547 33.8995  0.32
H -4.8362 -2.9090 28.7700  0.32
H 11.2489 5.5700 25.1582  0.33
H 7.4375 -0.0868 25.9456  0.39
H 7.2418 -5.8926 21.8398  0.31
H 7.3817 2.9373 29.8089  0.40
H 2.7524 -0.3033 26.2226  0.42
H 1.9905 5.0352 35.2869  0.32
H 4.8442 10.6318 29.2039  0.32
H 7.3321 -0.9786 27.2816  0.31
H 5.9190 -1.5794 37.7431  0.33
H 7.6818 7.8467 23.8958  0.31
H 8.6202 -5.6507 27.9753  0.31
H 6.9049 6.7216 24.5456  0.32
H -2.9826 2.9830 28.1209  0.31
H 2.3024 -0.8318 27.6770  0.35
H -2.4814 -4.9657 29.8250  0.32
H 9.5459 8.6517 28.0588  0.32
H 3.5048 2.4712 19.3396  0.32
H 7.9886 0.3518 30.3856  0.43
H 11.9763 6.5624 24.2763  0.30
H 3.0961 4.0749 24.9973  0.31
H 6.5660 0.1531 31.2535  0.29
H 14.2564 2.4030 28.0338  0.31
H 13.4896 3.6985 27.8734  0.33
H 14.0788 2.9647 34.1959  0.32
H 6.0284 3.2376 28.9563  0.38
H 5.4378 -1.9168 28.7147  0.41
H 8.4779 -5.0186 21.8479  0.32
H 3.5644 3.7873 18.5937  0.32
H 11.0523 -6.2224 24.7575  0.32
H 1.2813 -8.9991 31.5983  0.32
H -0.4796 0.2246 32.5561  0.33
H 7.0064 -0.9591 29.8843  0.30
H -4.7378 -1.5768 28.0576  0.31
H 11.7139 -5.7500 26.0346  0.32
H 5.9296 2.6675 30.6493  0.31
H 2.3575 -2.0859 34.6588  0.31
H 7.6415 -5.9780 26.8676  0.32
H 4.0604 3.6402 26.0804  0.34
H 2.5516 0.8916 27.4849  0.38
H 11.6019 -2.2325 20.0889  0.32
H 1.3186 5.9929 28.3144  0.31
H -1.5750 -6.1767 29.8861  0.33
H 5.5206 -1.3066 26.0616  0.33
H -1.8151 -0.2861 32.0587  0.32
H 6.5665 -1.5459 39.1111  0.31
H 4.1250 -2.5084 27.6400  0.48
H 3.8124 -1.8039 29.2477  0.39
H 10.9816 -0.9121 20.4934  0.32
H 6.1878 5.5615 35.9994  0.32
H 4.3647 9.8003 30.3747  0.33
H 3.3288 -0.9859 34.2865  0.34
H 14.1463 2.6931 32.7081  0.32
H 5.1503 0.3742 25.7911  0.33
H 1.6045 5.0208 29.4392  0.34
H 5.5659 6.8159 36.5751  0.31
H 7.2481 2.0590 27.4245  0.42
H -2.1624 3.6643 29.1956  0.33
H 12.3349 -3.7069 29.7176  0.31
H 9.6445 9.1738 29.4764  0.32
H 11.3922 -2.6295 29.2251  0.32
H 8.2276 0.9578 28.1513  0.42

As for the LUMO energy: 1.599 eV. Its charge is -1. For the energy above the lowest of the compared OMol25 structures with the same formula, charge and spin, the calculation gives 170.45 kcal/mol.


Entry 2:
Entry from the Open Molecules 2025 dataset: 27 unconnected molecules or ions with the total composition C9H69NO29P3 (wB97M-V/def2-TZVPD).

Each line ends with the Mulliken charge.
Positions of all 111 atoms, in Å:
P -0.3128 -3.2674 -2.1522  0.83
P 1.2304 -2.2629 -1.0125  0.12
P 1.8974 1.8409 2.5546  -0.32
O 5.8502 2.6910 4.7228  -0.61
O -3.6522 3.0957 -1.9780  -0.70
O 0.4656 -4.2804 -3.0875  -0.53
O -2.4430 0.0076 -1.3054  -0.53
O 0.3858 8.2577 5.4820  -0.62
O -3.5514 5.6134 -0.3458  -0.60
O 1.4972 -6.1340 0.3094  -0.62
O 7.9038 4.3055 6.2975  -0.65
O -5.1360 -7.3576 3.4291  -0.62
O 3.8003 0.6468 -3.5390  -0.61
O 0.2050 10.4020 -0.6544  -0.61
O -5.0737 -10.4163 -0.5529  -0.74
O 1.2306 8.2635 1.2439  -0.63
O 0.4316 -2.8656 -5.5338  -0.60
O -1.3175 -3.9278 -1.3140  -0.51
O -4.4631 0.8861 -5.5751  -0.61
O -1.4684 -6.9760 -0.2601  -0.76
O -4.1632 -1.6676 -2.9807  -0.57
O -3.1290 -10.5290 -2.8535  -0.64
O -3.6732 -8.4465 1.0669  -0.62
O 4.5412 -1.8419 -1.5640  -0.73
O -0.8614 7.1789 -0.9737  -0.58
O -5.3888 1.2388 -3.0621  -0.53
O -0.9955 -2.1807 -3.0852  -0.37
O -0.3130 -3.4141 3.6158  -0.64
O 2.9032 6.7252 6.1310  -0.67
O -6.6009 -1.9001 -4.3937  -0.59
O 2.2905 6.1115 3.3137  -0.62
O 6.2198 -2.0810 -3.8473  -0.64
N 0.8416 0.5360 1.8318  0.52
C 0.4685 -1.2746 0.3103  0.26
C 1.0615 3.1083 0.1635  -1.25
C -1.1856 -0.6922 1.9335  -1.03
C 3.5080 0.9854 2.7556  -0.23
C -0.7863 -1.5031 0.8873  -0.88
C 4.4210 0.8751 1.5155  -1.02
C 2.0490 3.1917 1.3408  0.12
C 1.2419 -0.2368 0.8029  -0.66
C -0.3534 0.3128 2.3926  0.01
H 4.9528 -2.6858 -1.7962  0.38
H 1.8378 4.1133 1.8756  0.02
H 5.4579 0.8158 1.8284  0.37
H -5.8100 -9.8392 -0.7885  0.34
H -3.3919 -2.2382 -3.0672  0.19
H 8.6099 4.3135 5.6423  0.33
H -4.5762 -6.9708 4.1073  0.32
H 1.3496 2.2991 -0.5063  0.18
H -0.4547 -2.0078 -3.8824  0.27
H 2.2102 -0.0352 0.3712  0.65
H -0.4997 6.3470 -1.2874  0.28
H 3.2634 -0.0294 3.0661  0.45
H 0.6672 -3.7682 -5.7779  0.31
H -0.6306 0.9310 3.2312  0.49
H 0.7609 -5.5683 0.0584  0.34
H 7.5262 5.1894 6.2474  0.32
H 4.2259 -0.0699 1.0078  0.25
H 4.2702 1.6673 0.7903  0.25
H 0.1486 -2.4711 -6.3667  0.27
H -2.0381 -0.8006 -1.6326  0.18
H -1.4072 -2.3159 0.5346  0.85
H -5.7663 1.6734 -3.8336  0.33
H -4.1806 -1.1811 -3.8159  0.36
H -3.3156 -0.2819 -1.0142  0.33
H 1.8660 -3.3333 -0.3492  0.22
H -0.2050 7.4991 5.4791  0.31
H 1.1273 -7.0227 0.2898  0.30
H 3.0598 3.3090 0.9560  0.44
H -0.6863 -2.9969 2.8352  0.34
H 1.2376 7.9050 5.7701  0.34
H 1.7718 6.5428 4.0033  0.32
H -0.7723 -7.0308 -0.9221  0.31
H -3.2470 2.2777 -2.2824  0.28
H 1.8214 8.5495 0.5405  0.31
H 5.6974 -1.6075 -3.1891  0.35
H -2.9670 -8.0940 0.5111  0.35
H 5.5140 2.5680 5.6162  0.30
H -0.1794 9.5507 -0.9051  0.31
H -7.3207 -2.5298 -4.4946  0.29
H 3.6536 -2.0808 -1.2642  -0.01
H -4.1006 -9.1225 0.5241  0.34
H -4.5281 2.8036 -1.7042  0.30
H -5.4516 -11.3026 -0.5530  0.32
H 3.5010 6.5156 5.4023  0.32
H -4.5263 -7.6269 2.7268  0.36
H -0.0253 -4.2869 3.3252  0.32
H 4.0058 1.5027 3.5691  0.22
H -0.4655 11.0387 -0.9209  0.30
H 1.1912 -3.8068 -3.5276  0.35
H -3.7119 -10.5771 -2.0830  0.37
H -3.7242 1.4347 -5.2894  0.32
H 3.4378 1.4485 -3.1513  0.30
H -2.1363 -0.8299 2.4228  0.59
H -3.6322 4.7690 -0.8122  0.38
H 2.0025 6.5585 2.5052  0.30
H 3.4668 7.0977 6.8165  0.30
H 6.7915 2.8391 4.8602  0.30
H 0.3575 8.5100 0.9245  0.28
H -4.1165 5.5330 0.4275  0.30
H 3.9688 0.0573 -2.7958  0.32
H -5.1184 0.3840 -3.4009  0.25
H 1.0949 4.0297 -0.4080  0.41
H 0.0422 2.9564 0.5104  0.37
H -1.8457 -6.0956 -0.3896  0.34
H -1.7459 6.9540 -0.6583  0.33
H 5.9424 -1.7124 -4.6914  0.31
H -6.3391 -1.9686 -3.4688  0.32
H -4.2842 0.6734 -6.4971  0.27
H -3.2071 -11.3874 -3.2791  0.32

As for the LUMO energy: -4.185 eV. Its charge is +1.


Entry 3:
Entry from the Open Molecules 2025 dataset: a molecular structure, C9H6BrF6N2O5S2SbSe4Sn (wB97M-V/def2-TZVPD).

Each line ends with the natural charge from an NBO analysis.
Positions of all 37 atoms, in Å:
Sb -0.2071 4.4773 0.7544  0.93
Sn -0.8814 -0.2805 0.5190  1.18
Br -0.2068 -0.5585 3.5567  0.14
Se 1.9003 5.1278 1.8189  -0.52
Se -0.1578 5.7634 -1.3464  -0.14
Se -1.7634 5.7657 2.1840  -0.17
Se -0.5968 2.0084 0.5918  -0.79
S -3.4897 -0.7189 -0.8714  2.25
S -1.1641 -1.1840 -2.0545  2.22
F -4.8614 0.8668 -2.4207  -0.30
F -2.4167 -2.2391 -4.0704  -0.29
F -1.7711 -0.1975 -4.3798  -0.29
F -5.7589 0.5671 -0.4704  -0.30
F -0.3369 -1.8108 -4.4511  -0.30
F -4.0113 1.8138 -0.6742  -0.30
O -3.2844 -0.7004 0.5614  -0.95
O -4.0022 -1.8669 -1.5167  -0.87
O -1.3978 -2.4339 -1.4180  -0.92
O -2.5314 -3.5069 0.9630  -0.46
O 0.1499 -0.6199 -1.8972  -0.92
N -2.2035 -0.0987 -1.5670  -1.23
N 1.4209 -0.7181 1.3700  -0.52
C 1.4701 -0.5661 2.6790  0.16
C 2.6529 -0.4065 3.3718  -0.25
C 3.7972 -0.5437 1.2517  -0.03
C -1.6135 -2.8561 0.9791  0.52
C -4.6129 0.7132 -1.1220  0.74
C 2.5507 -0.7198 0.6676  0.06
C 3.8265 -0.3876 2.6352  -0.13
C -1.4398 -1.3709 -3.8539  0.74
C 5.0404 -0.4993 0.4177  -0.64
H 2.6472 -0.2959 4.4453  0.24
H 5.0910 0.4469 -0.1232  0.24
H 5.9293 -0.5761 1.0400  0.22
H 5.0476 -1.3049 -0.3153  0.23
H 4.7692 -0.2421 3.1458  0.23
H 2.4159 -0.8473 -0.4002  0.22

As for the LUMO energy (alpha / beta): -2.672 / -2.542 eV. Its charge is 0. For the energy above the lowest of the compared OMol25 structures with the same formula, charge and spin, the calculation gives 74.71 kcal/mol.


Entry 4:
Entry from the Open Molecules 2025 dataset: a molecular structure, C9H6Cl2LuN2O4Tl (wB97M-V/def2-TZVPD).

Each line ends with the Mulliken charge.
Positions of all 25 atoms, in Å:
Tl 0.0826 0.7863 -4.5674  1.33
Lu 0.6507 1.0396 -1.6042  1.31
Cl -0.6436 -0.7128 -2.6603  -0.42
Cl -0.5034 2.8227 -3.1656  -0.36
O 1.0995 2.6416 -6.9735  -0.06
O 0.9614 -1.7894 -6.2583  -0.06
O 2.3361 3.6461 -0.4653  0.06
O 0.4744 -2.0505 4.7101  -0.09
N -1.7274 -1.5591 4.7639  -0.21
N 0.1335 0.1670 0.2347  -0.19
C 1.7574 2.7777 -0.8865  0.30
C 0.6326 -0.8435 -5.6261  0.23
C -1.3868 -0.4516 1.9902  -0.57
C 0.7202 1.9664 -6.0794  0.18
C -1.1367 0.1174 0.7527  -0.46
C -0.5043 -1.5718 4.1392  0.54
C 0.9424 -0.9608 2.2016  -0.66
C 1.1690 -0.3884 0.9645  -0.22
C -0.3491 -0.9893 2.7470  1.20
H -1.7772 -1.9360 5.6749  0.28
H 1.8134 -1.3567 2.7372  0.46
H -2.4172 -0.4376 2.3520  0.37
H -1.9358 0.5708 0.1496  0.43
H -2.5708 -1.1629 4.3444  0.20
H 2.1792 -0.3254 0.5245  0.44

As for the LUMO energy (alpha / beta): -15.434 / -16.755 eV. Its charge is +4. For the energy above the lowest of the compared OMol25 structures with the same formula, charge and spin, the calculation gives 61.20 kcal/mol.


Entry 5:
Entry from the Open Molecules 2025 dataset: a molecular structure, C9H6Cl2N2O4PdSe (wB97M-V/def2-TZVPD).

Each line ends with the natural charge from an NBO analysis.
Positions of all 25 atoms, in Å:
Pd 0.9837 0.4070 -1.1253  1.00
Se 1.7264 0.0918 -3.6054  0.59
Cl 3.6241 0.5726 -0.9434  0.01
Cl 3.5609 2.4303 1.4117  0.33
O -0.9695 0.0540 -2.2961  -0.64
O -2.9519 -0.9873 -2.1817  -0.59
O 1.4833 1.0747 0.9137  -0.52
O 0.8984 1.3235 3.1223  -0.43
N -0.6966 0.0731 0.2610  -0.42
N 0.1807 -2.3483 -4.2957  -0.10
C 0.7925 -1.3957 -4.0193  -0.10
C -2.7217 -0.5705 2.0165  -0.10
C 4.2829 1.0070 0.6914  -0.38
C -2.8888 -0.7621 0.6478  -0.14
C -0.5606 0.2943 1.5670  0.11
C -1.5474 -0.0106 2.4872  -0.14
C -1.8882 -0.4426 -1.6590  0.81
C 0.7026 0.9680 2.0043  0.73
C -1.8541 -0.4161 -0.1876  0.06
H -3.8074 -1.1586 0.2378  0.28
H 4.1369 0.1618 1.3429  0.26
H -1.3841 0.2035 3.5347  0.29
H -2.9165 -0.9663 -3.1521  0.54
H 5.3281 1.2314 0.5230  0.28
H -3.5136 -0.8351 2.7043  0.27

The spin multiplicity is 5. As for the LUMO energy (alpha / beta): -7.743 / -11.423 eV. Its charge is +2. For the energy above the lowest of the compared OMol25 structures with the same formula, charge and spin, the calculation gives 10.26 kcal/mol.


Entry 6:
Entry from the Open Molecules 2025 dataset: a molecular structure, C9H6F10I2NO2PtSTe (wB97M-V/def2-TZVPD).

Each line ends with the natural charge from an NBO analysis.
Positions of all 33 atoms, in Å:
Pt 0.0758 -0.8353 0.5405  1.24
I -0.7368 -3.3920 -0.0860  0.40
I 1.0034 -5.6870 0.1011  -0.46
Te -2.5435 -1.0379 -1.8795  2.59
S -0.0187 1.3123 1.3202  0.02
F 0.3434 -0.6775 -1.4782  -0.76
F 1.8560 3.1290 -3.0767  -0.30
F -0.4802 4.3578 -3.6870  -0.29
F 2.0966 1.7750 -0.7665  -0.29
F -2.3844 2.8143 0.2928  -0.29
F -2.5888 4.2137 -1.9907  -0.30
F -3.5402 -2.7342 -1.6711  -0.72
F -4.0622 -0.4356 -0.9622  -0.64
F -2.0637 0.8301 -1.5919  -0.72
F -3.5108 -0.4937 -3.4713  -0.70
O -1.7882 -1.4404 0.1703  -1.01
O 2.1309 -0.7895 0.9112  -0.59
N 3.6838 -1.8277 2.1265  -0.77
C 1.3176 -2.1452 2.7088  -0.55
C -1.4428 3.6007 -1.6789  0.30
C 0.9295 2.3430 -1.0497  0.38
C -0.3712 3.6701 -2.5486  0.29
C -1.3224 2.8829 -0.5046  0.39
C 0.0261 -1.3395 2.5187  -0.58
C 2.4053 -1.5455 1.8660  0.71
C -0.1359 2.2442 -0.1602  -0.33
C 0.8196 3.0395 -2.2364  0.25
H 4.3835 -1.5284 1.4674  0.41
H 1.1900 -3.1725 2.3473  0.27
H -0.8596 -1.9328 2.7363  0.22
H 3.9184 -2.5255 2.8088  0.40
H 1.6414 -2.2070 3.7520  0.22
H 0.0278 -0.4653 3.1715  0.20

As for the LUMO energy: 1.111 eV. Its charge is -1. For the energy above the lowest of the compared OMol25 structures with the same formula, charge and spin, the calculation gives 14.64 kcal/mol.


What is the formula in the fourth record?
C9H6Cl2LuN2O4Tl


Which of these has the highest charge?
C9H6Cl2LuN2O4Tl


Number 3 is which compound?
C9H6BrF6N2O5S2SbSe4Sn


The highest charge belongs to which entry?
C9H6Cl2LuN2O4Tl